Entry P
Below is C5H6ClFO in the gas phase, with properties calculated with ωB97M-V/def2-TZVPD.

## Properties
HOMO energy = -9.027 eV
SMILES = C=C(F)/C=C(/Cl)CO
frontier orbital gap = 9.618 eV
multiplicity = 1

Bonds (Å) are listed after each position.
Cartesian coordinates (Å):
1 C -1.94259 -0.13136 -1.58691  C2 1.342, H9 1.098, H10 1.090
2 C -1.49818 0.66100 -0.59906  C1 1.342, F3 1.400, C4 1.459
3 F -2.03801 1.94885 -0.49971  C2 1.400
4 C -0.54944 0.47103 0.49239  C2 1.459, C5 1.324, H11 1.085
5 C 0.56904 -0.23697 0.52313  C4 1.324, Cl6 1.745, C7 1.512
6 Cl 1.37807 -0.40651 2.06042  C5 1.745
7 C 1.39478 -0.95961 -0.51742  C5 1.512, O8 1.422, H12 1.129, H13 1.110
8 O 0.87411 -0.70297 -1.81576  C7 1.422, H14 0.952
9 H -2.74293 0.16641 -2.27729  C1 1.098
10 H -1.54351 -1.12545 -1.78766  C1 1.090
11 H -1.00266 0.84799 1.40280  C4 1.085
12 H 1.49609 -2.04422 -0.22088  C7 1.129
13 H 2.43865 -0.58241 -0.51327  C7 1.110
14 H 1.43489 -1.09200 -2.48013  O8 0.952

Entry Q
Below is C5H6ClFO in the gas phase, with properties calculated with ωB97M-V/def2-TZVPD.

## Properties
HOMO energy = -10.092 eV
SMILES = C=C[C@]1([C@@H](F)Cl)CO1
frontier orbital gap = 10.937 eV
multiplicity = 1

Bonds (Å) are listed after each position.
Cartesian coordinates (Å):
1 C -1.00963 -0.14991 1.86593  C2 1.313, H9 0.995, H10 1.141
2 C 0.04975 -0.51052 1.17921  C1 1.313, C3 1.541, H11 1.155
3 C 0.35418 -0.05534 -0.26170  C2 1.541, C4 1.513, C7 1.529, O8 1.561
4 C 0.63972 -1.08711 -1.33119  C3 1.513, F5 1.431, Cl6 1.695, H12 1.081
5 F -0.27374 -2.18737 -1.29291  C4 1.431
6 Cl 0.44995 -0.06041 -2.66692  C4 1.695
7 C 0.18044 1.43546 -0.55115  C3 1.529, O8 1.401, H13 1.125, H14 1.075
8 O -0.96089 0.64313 -0.72971  C3 1.561, C7 1.401
9 H -1.62352 0.52300 1.46443  C1 0.995
10 H -1.21644 -0.32763 2.97382  C1 1.141
11 H 0.91015 -1.08906 1.68914  C2 1.155
12 H 1.67044 -1.40285 -1.40829  C4 1.081
13 H 0.19491 2.15154 0.31604  C7 1.125
14 H 0.63468 2.11707 -1.24668  C7 1.075

The energetic minimum among the shown structures is entry P; the next structure lies 54.8 kcal/mol above.